Entry from the OMol25 dataset: C26H25N4O2PS2Se2Zn as an isolated structure (ωB97M-V/def2-TZVPD).

Last column: Mulliken charge in e.
Element x y z (Å)
Zn -2.775 0.399 0.509  1.649
H 3.001 1.824 -2.908  0.368
S -3.050 0.759 -1.770  -0.496
H 3.287 -1.160 -5.970  0.344
C 0.075 5.164 0.504  -0.394
H 0.878 -1.871 -2.495  0.306
H 3.889 1.074 -5.092  0.368
C 3.944 -1.559 2.159  -0.549
H -3.156 -1.803 2.577  0.423
Se -1.059 0.945 2.112  -0.771
N 1.677 2.105 -0.724  -0.093
H -2.670 -3.352 1.856  0.330
C 3.242 0.421 -4.517  -0.552
H 4.288 -3.063 0.666  0.375
C 1.061 4.226 0.287  -0.748
H -2.128 -2.231 -0.022  0.131
C 1.909 0.017 -2.548  0.119
C -6.976 1.256 -0.763  -0.053
C 2.390 -0.293 0.205  -0.020
H 1.958 1.147 1.743  0.400
H -1.414 -3.180 4.222  0.483
C -0.736 -3.230 3.364  -1.499
H -0.918 -4.164 2.821  0.447
H 2.567 2.244 -0.270  0.353
H 1.001 -2.115 1.639  -0.290
H 3.364 0.066 3.441  0.355
C 3.297 -0.365 2.449  -0.713
C -1.005 -2.078 2.386  3.249
Se -0.163 -3.701 0.011  -0.568
C -0.007 -2.154 1.226  -0.863
C -0.835 -0.744 3.128  -1.402
C -2.446 -2.283 1.899  -1.537
C -4.783 0.969 -1.731  0.424
H 1.780 -2.631 -4.664  0.404
C 2.903 -0.832 -5.011  -0.453
H -2.360 3.615 -1.249  0.396
C 0.744 3.105 -0.491  0.455
C -5.564 1.047 -0.613  0.358
N -8.115 1.410 -0.853  -0.568
C -5.408 1.108 -3.016  -0.119
C 2.748 0.842 -3.290  -0.534
H -0.129 -1.248 0.639  -0.097
H -1.531 -0.709 3.969  0.515
C -1.394 3.836 -0.808  -0.294
H -1.996 5.671 0.130  0.387
N -5.902 1.234 -4.050  -0.581
H 1.163 -3.460 3.164  0.379
O 0.583 -3.241 3.906  -0.610
C 2.059 -1.657 -4.281  -0.563
H 2.044 4.326 0.732  0.308
H 0.282 6.033 1.119  0.373
H 0.175 -0.702 3.536  0.398
N -0.447 2.934 -1.046  -0.154
C 3.813 -2.118 0.896  -0.632
H 4.530 -2.060 2.920  0.360
S -4.994 0.953 1.032  -0.453
O -2.701 -1.733 0.607  -0.495
C -1.189 4.973 -0.044  -0.661
C 1.551 -1.231 -3.061  -0.422
H 2.923 -1.965 -1.038  0.325
C 2.522 0.258 1.483  -0.111
P 1.157 0.467 -0.936  0.755
C 3.043 -1.491 -0.074  -0.241

Output
- LUMO level (eV) = 4.288
- HOMO (eV) = -1.690
- 2S+1 = 1
- total charge = -2
- energy above the lowest of the compared OMol25 structures with the same formula, charge and spin (kcal per mole) = 2.9